82
Properties=species:S:1:pos:R:3 method="wB97M-V/def2-TZVPD" max_force_ha_per_bohr=0.06610 total_charge=-1 orbital_gap_ev="5.45 / 5.48" multiplicity=5 lumo_ha="0.031 / 0.031" e_above_lowest_kcal_mol=11.1
Pm -3.472 -20.357 5.485
C -5.812 -18.197 2.659
N -4.676 -17.874 3.528
C -3.422 -17.781 2.733
C -2.898 -19.113 2.216
N -2.007 -19.758 3.232
C -1.709 -21.109 2.780
C -0.839 -18.979 3.590
C -0.322 -17.952 2.801
C 0.640 -17.099 3.291
C 1.261 -17.362 4.490
C 0.879 -18.492 5.197
C -0.158 -19.292 4.769
S -0.757 -20.491 5.903
C -4.835 -16.686 4.309
C -5.703 -15.693 3.983
C -5.863 -14.522 4.707
C -5.170 -14.386 5.907
C -4.283 -15.381 6.261
C -4.077 -16.537 5.499
S -2.866 -17.701 6.007
H -5.964 -17.538 1.795
H -6.711 -18.181 3.300
H -5.716 -19.206 2.211
H -2.665 -17.344 3.342
H -3.583 -17.171 1.838
H -2.301 -18.956 1.241
H -3.654 -19.871 2.012
H -1.276 -21.061 1.775
H -2.634 -21.672 2.756
H -1.048 -21.592 3.493
H -0.738 -17.699 1.857
H 0.933 -16.256 2.658
H 2.006 -16.687 4.905
H 1.291 -18.676 6.234
H -6.306 -15.763 3.131
H -6.642 -13.779 4.465
H -5.315 -13.537 6.577
H -3.775 -15.390 7.222
C -6.326 -16.609 10.094
C -5.265 -17.508 9.878
C -5.252 -18.263 8.730
C -6.277 -18.126 7.778
C -7.314 -17.206 7.989
C -7.357 -16.493 9.156
N -6.187 -19.012 6.695
N -7.232 -19.062 5.958
C -7.209 -20.031 4.968
C -8.462 -20.245 4.426
C -8.619 -21.169 3.409
C -7.478 -21.755 2.852
C -6.261 -21.489 3.473
N -6.118 -20.692 4.527
H -6.274 -16.028 11.002
H -4.537 -17.598 10.673
H -4.459 -18.991 8.490
H -8.067 -17.173 7.212
H -8.176 -15.829 9.447
H -9.308 -19.835 4.953
H -9.640 -21.414 3.027
H -7.487 -22.482 2.036
H -5.314 -22.008 3.272
C -2.248 -23.837 0.050
C -2.287 -24.373 1.446
C -1.559 -25.471 1.772
C -1.671 -25.880 3.095
N -2.351 -25.216 3.988
C -3.042 -24.116 3.611
S -3.948 -23.197 4.783
N -3.048 -23.728 2.335
H -1.742 -24.567 -0.590
H -1.760 -22.865 -0.001
H -3.249 -23.685 -0.326
H -0.907 -25.978 1.088
H -1.158 -26.788 3.442
O -3.360 -21.053 7.682
N -4.562 -21.424 7.334
C -5.304 -21.951 8.232
C -4.865 -22.347 9.540
N -4.679 -22.675 10.612
C -6.689 -22.307 7.896
N -7.764 -22.531 7.536

110
Properties=species:S:1:pos:R:3 method="wB97M-V/def2-TZVPD" max_force_ha_per_bohr=0.19475 orbital_gap_ev=1.60 lumo_ha=-0.205
C 3.926 -3.938 -2.898
C 2.918 -4.137 -1.910
C 1.611 -4.013 -0.874
C 0.229 -4.932 -1.078
N 0.230 -5.846 -2.290
C -1.074 -4.860 -0.072
C -2.463 -5.717 -0.222
C -2.285 -7.245 -0.785
O -1.847 -8.305 -0.099
O -2.621 -7.454 -2.233
C -0.944 -3.768 1.188
C -2.173 -3.577 2.307
I -2.080 -4.495 4.339
C -3.416 -2.792 1.967
C -4.607 -2.695 3.125
I -3.711 -1.813 -0.010
C 0.410 -2.830 1.374
C 1.738 -2.944 0.362
C 3.065 -1.964 0.634
O 4.331 -2.408 0.554
C 2.671 -0.397 1.067
C 3.480 0.926 0.502
C 3.013 2.470 0.925
C 1.700 2.569 1.941
C 0.890 1.228 2.510
O -0.271 1.484 3.375
C -1.431 1.996 2.583
C -1.436 1.489 1.021
C -2.907 1.770 0.278
C 1.353 -0.288 2.091
C 0.577 -1.686 2.583
O 0.175 -1.862 3.844
H 4.638 -3.721 -3.830
H 0.857 -6.657 -2.009
H 0.723 -5.408 -3.103
H -2.985 -5.816 0.847
H -3.261 -5.129 -0.886
H -2.903 -6.564 -2.645
H -5.485 -2.009 2.710
H -4.989 -3.792 3.396
H -4.151 -2.232 4.100
H 4.382 0.852 -0.242
H 3.577 3.418 0.494
H 1.348 3.666 2.241
H -1.505 3.186 2.638
H -2.392 1.573 3.150
H -1.286 0.309 0.998
H -0.645 2.054 0.331
H -3.044 1.149 -0.704
H -3.778 1.643 1.061
H -2.896 2.916 -0.056
Al -0.885 1.006 -1.222
C 3.313 7.538 -3.768
C 4.181 6.927 -2.683
O 3.545 7.043 -1.401
C 2.580 6.112 -1.121
O 2.246 5.217 -1.893
C 2.023 6.319 0.287
F 1.741 7.627 0.555
F 2.901 5.915 1.250
F 0.868 5.631 0.512
H 3.058 8.573 -3.519
H 3.829 7.521 -4.732
H 2.368 6.995 -3.872
H 5.127 7.474 -2.620
H 4.428 5.881 -2.903
Br 3.915 4.851 2.277
Cl 9.724 3.915 3.228
C 8.378 4.791 3.999
C 7.204 3.879 4.315
Cl 6.380 3.309 2.841
H 8.084 5.612 3.337
H 8.772 5.225 4.923
H 6.459 4.421 4.904
H 7.519 3.001 4.889
C -6.466 -5.623 0.367
O -5.476 -5.481 1.067
N -7.542 -4.820 0.457
N -6.569 -6.594 -0.558
H -8.366 -4.921 -0.111
H -7.505 -4.076 1.141
H -5.781 -7.220 -0.658
H -7.376 -6.727 -1.144
B -2.340 6.779 -3.530
O -1.921 7.983 -4.256
C -0.764 7.695 -4.866
O -0.141 8.482 -5.560
C -0.386 6.338 -4.577
O 0.615 5.768 -4.981
O -1.305 5.771 -3.785
F -3.625 6.315 -4.029
F -2.427 7.058 -2.105
C -6.121 -5.679 6.880
F -5.120 -5.030 7.556
F -5.507 -6.325 5.836
F -6.559 -6.669 7.724
S -7.489 -4.533 6.326
O -6.846 -3.551 5.442
O -8.025 -3.937 7.558
O -8.461 -5.387 5.629
C 3.258 -4.463 -6.834
Cl 3.165 -4.534 -5.066
Cl 4.847 -3.871 -7.350
Cl 2.929 -6.055 -7.538
H 2.498 -3.765 -7.191
N 3.939 3.462 -3.724
O 4.808 4.256 -4.123
O 3.114 2.991 -4.524
O 3.896 3.140 -2.525
Na 6.039 -4.960 -9.122

78
Properties=species:S:1:pos:R:3 method="wB97M-V/def2-TZVPD" max_force_ha_per_bohr=0.01048 total_charge=+1 orbital_gap_ev="6.56 / 5.44" multiplicity=2 lumo_ha="-0.134 / -0.175" e_above_lowest_kcal_mol=40.6
Rh -0.368 0.198 -0.790
C -1.243 0.435 3.454
C -1.128 0.576 1.974
N -0.314 -0.080 1.235
N 0.513 -1.093 1.660
C 1.243 -1.504 0.636
O 1.236 -1.029 -0.569
C 2.186 -2.629 0.890
C 2.098 -3.385 2.056
C 2.980 -4.434 2.269
C 3.960 -4.722 1.328
C 4.042 -3.976 0.159
C 3.150 -2.937 -0.065
C -1.967 1.538 1.189
C -2.898 2.356 1.796
C -3.578 3.304 1.036
C -3.296 3.414 -0.309
C -2.381 2.534 -0.874
N -1.754 1.604 -0.159
H -0.447 -0.213 3.811
H -2.205 0.004 3.741
H -1.159 1.408 3.939
H 1.342 -3.137 2.789
H 2.919 -5.014 3.181
H 4.671 -5.518 1.511
H 4.806 -4.198 -0.575
H 3.200 -2.345 -0.969
H -3.075 2.263 2.858
H -4.307 3.953 1.501
H -3.781 4.150 -0.933
H -2.159 2.551 -1.931
C -0.225 -1.537 -4.248
Ge -0.192 0.128 -3.237
C -1.691 1.111 -4.040
C -1.463 1.872 -5.190
C -2.520 2.421 -5.905
C -3.824 2.230 -5.472
C -4.068 1.489 -4.324
C -3.009 0.929 -3.621
C 1.478 1.069 -3.615
C 2.259 0.705 -4.679
C 3.392 1.471 -5.050
C 3.732 2.582 -4.342
C 2.972 2.985 -3.215
C 3.308 4.135 -2.456
C 2.602 4.476 -1.341
C 1.522 3.671 -0.915
C 1.179 2.577 -1.648
C 1.859 2.201 -2.832
H -0.208 -1.268 -5.305
H -1.155 -2.068 -4.047
H 0.616 -2.196 -4.031
H -0.448 2.036 -5.536
H -2.326 2.992 -6.804
H -4.649 2.653 -6.031
H -5.084 1.338 -3.981
H -3.220 0.332 -2.740
H 2.008 -0.169 -5.268
H 3.981 1.171 -5.907
H 4.603 3.165 -4.617
H 4.144 4.743 -2.778
H 2.871 5.354 -0.769
H 0.971 3.930 -0.019
H 0.346 1.948 -1.300
Br -2.020 -1.652 -0.950
C 1.148 -6.430 -0.637
N 0.208 -5.713 0.215
C -0.187 -6.086 1.490
C -1.042 -5.147 1.935
N -1.150 -4.206 0.928
C -0.389 -4.560 -0.117
S -0.144 -3.706 -1.585
H 1.201 -7.462 -0.303
H 2.132 -5.967 -0.578
H 0.793 -6.400 -1.666
H 0.179 -6.983 1.956
H -1.565 -5.055 2.869
H -1.708 -3.363 0.930

84
Properties=species:S:1:pos:R:3 method="wB97M-V/def2-TZVPD" max_force_ha_per_bohr=0.01324 total_charge=-1 orbital_gap_ev="4.16 / 6.98" multiplicity=3 lumo_ha="0.063 / 0.063" e_above_lowest_kcal_mol=8.9
Ti -0.801 0.416 -0.515
C -1.642 3.560 0.886
N -0.324 2.909 0.871
C 0.678 3.834 0.342
C -0.039 2.477 2.222
C 0.424 3.358 3.186
C 0.544 2.984 4.520
C 0.119 1.712 4.888
C -0.321 0.814 3.932
C -0.345 1.143 2.561
N -0.702 0.278 1.560
C -0.795 -1.100 1.819
C 0.110 -1.852 2.562
C 0.015 -3.235 2.612
C -0.977 -3.897 1.908
C -1.877 -3.164 1.144
C -1.790 -1.784 1.101
N -2.589 -0.953 0.231
C -3.289 -1.676 -0.834
C -3.572 -0.147 0.980
H -1.648 4.418 1.572
H -1.892 3.909 -0.113
H -2.403 2.847 1.202
H 1.668 3.398 0.448
H 0.472 4.014 -0.713
H 0.659 4.809 0.847
H 0.688 4.367 2.897
H 0.911 3.687 5.256
H 0.133 1.411 5.930
H -0.643 -0.170 4.241
H 0.927 -1.344 3.059
H 0.747 -3.801 3.177
H -1.035 -4.977 1.921
H -2.625 -3.681 0.559
H -4.111 -2.276 -0.425
H -3.696 -0.940 -1.526
H -2.600 -2.313 -1.379
H -4.354 -0.796 1.391
H -3.078 0.380 1.791
H -4.015 0.578 0.298
Cl -4.493 3.159 -2.528
C -2.811 3.178 -2.962
C -2.404 3.974 -4.045
C -1.096 4.007 -4.430
Cl -0.620 4.993 -5.785
C -0.124 3.243 -3.739
C 1.253 3.195 -4.061
C 2.096 2.407 -3.334
C 1.582 1.644 -2.267
N 0.317 1.694 -1.933
C -0.549 2.474 -2.640
C -1.929 2.400 -2.230
O -2.278 1.621 -1.255
H -3.145 4.554 -4.577
H 1.620 3.778 -4.895
H 3.148 2.344 -3.575
H 2.207 0.975 -1.686
S 3.148 1.214 0.939
C 3.326 0.181 2.202
N 2.756 0.313 3.405
C 3.178 -0.596 4.452
C 3.599 -1.867 3.724
S 4.296 -1.283 2.150
H 2.205 1.138 3.603
H 2.354 -0.779 5.142
H 4.019 -0.171 5.012
H 2.740 -2.502 3.508
H 4.342 -2.436 4.277
O 0.731 -1.024 -0.744
C 0.119 -1.496 -1.774
O -0.924 -0.816 -2.146
C 0.525 -2.693 -2.440
C 1.628 -3.440 -1.962
C 2.007 -4.604 -2.569
C 1.287 -5.077 -3.695
C 0.183 -4.337 -4.185
C -0.183 -3.175 -3.567
N 1.659 -6.262 -4.313
O 1.014 -6.653 -5.319
O 2.652 -6.894 -3.873
H 2.164 -3.070 -1.097
H 2.843 -5.186 -2.214
H -0.347 -4.717 -5.045
H -1.025 -2.601 -3.935

78
Properties=species:S:1:pos:R:3 method="wB97M-V/def2-TZVPD" max_force_ha_per_bohr=0.05948 orbital_gap_ev="3.81 / 5.43" multiplicity=3 lumo_ha="-0.008 / -0.008" e_above_lowest_kcal_mol=0.0
C 0.297 1.217 0.317
C -0.448 1.326 -0.895
C -1.836 1.258 -0.564
H -0.051 1.517 -1.891
C -1.953 1.076 0.852
C -0.629 1.043 1.398
H -0.392 1.038 2.461
H 1.373 1.358 0.418
H -2.660 1.372 -1.261
H -2.880 1.039 1.420
Ti -0.935 -0.692 0.090
Si -3.178 -1.917 -2.354
C -2.586 -1.207 -3.961
C -2.177 -2.118 -4.944
H -2.188 -3.187 -4.719
C -1.764 -1.650 -6.186
H -1.446 -2.353 -6.952
C -1.767 -0.279 -6.453
H -1.439 0.075 -7.428
C -2.203 0.628 -5.487
H -2.240 1.696 -5.720
C -2.586 0.176 -4.223
H -2.885 0.885 -3.443
C -4.813 -0.461 -1.372
C -5.105 0.902 -1.691
H -4.983 1.254 -2.722
C -5.640 1.717 -0.692
H -5.978 2.728 -0.942
C -5.736 1.260 0.629
H -6.179 1.906 1.389
C -5.254 -0.003 0.991
H -5.236 -0.306 2.039
C -4.869 -0.881 -0.005
H -4.693 -1.934 0.219
H -2.363 -0.940 -1.426
Si -5.810 -1.555 -2.459
C -7.512 -1.572 -1.745
C -8.564 -0.841 -2.329
H -8.533 -0.575 -3.388
C -9.616 -0.396 -1.518
H -10.413 0.210 -1.959
C -9.630 -0.686 -0.147
H -10.402 -0.255 0.497
C -8.654 -1.533 0.392
H -8.659 -1.791 1.450
C -7.638 -2.029 -0.419
H -6.886 -2.696 0.004
C -5.931 -1.391 -4.301
C -6.025 -0.201 -5.035
H -6.162 0.752 -4.529
C -5.883 -0.239 -6.424
H -5.894 0.691 -6.984
C -5.698 -1.449 -7.096
H -5.559 -1.470 -8.178
C -5.686 -2.644 -6.369
H -5.561 -3.601 -6.874
C -5.794 -2.620 -4.980
H -5.715 -3.551 -4.410
H -2.307 -3.083 -2.142
Cl -2.292 -2.402 0.722
N 0.596 -0.389 -3.192
C 1.299 -1.061 -2.251
N 0.870 -1.294 -1.002
C 1.890 -1.878 -0.224
C 3.064 -2.106 -0.916
S 2.963 -1.547 -2.546
C 1.581 -2.143 1.139
C 2.227 -2.951 2.054
S 1.404 -2.992 3.558
C 0.188 -1.899 2.891
N 0.413 -1.553 1.627
N -0.917 -1.589 3.600
H 1.019 -0.329 -4.116
H -0.425 -0.440 -3.159
H 3.947 -2.548 -0.465
H 3.125 -3.501 1.825
H -0.994 -2.006 4.518
H -1.769 -1.397 3.075